[1]
The following is a DFT calculation (ωB97M-V with the def2-TZVPD basis set) of a structure of composition C25H47CrN13O2SSe.

Total charge   +3
Expectation value of S²   3.8003
2S+1   4
LUMO level (alpha / beta)   -8.0710 / -7.5617 eV
Kohn-Sham gap (alpha / beta)   7.331 / 7.875 eV

```
90
Properties=species:S:1:pos:R:3:forces:R:3:mulliken_spin:R:1
Cr 0.067940 0.418598 0.083501 -0.2 -0.6 0.6 3.175
N 1.461766 -0.805800 -0.956641 0.0 0.1 0.2 -0.050
C 2.450017 -1.305818 0.053883 -0.1 0.1 -0.2 0.000
C 3.243214 -2.481283 -0.528988 0.0 -0.1 -0.1 0.003
C 4.004172 -3.469375 0.364200 0.0 0.1 0.0 -0.001
C 5.119293 -2.882046 1.251764 0.0 0.1 0.1 0.000
N 4.838963 -3.062520 2.682113 0.0 -0.1 -0.3 0.000
C 5.672099 -3.560026 3.587545 0.1 0.0 0.1 0.000
N 5.213731 -3.873386 4.802833 0.0 0.1 -0.1 0.000
N 6.962383 -3.744658 3.314450 0.0 0.0 0.1 0.000
C 1.699157 -1.484959 1.370384 -0.2 0.3 0.1 -0.002
O 2.051067 -2.266597 2.221484 0.1 0.0 0.1 0.011
O 0.693840 -0.644705 1.530490 0.1 -0.1 -0.2 -0.034
H 0.967556 -1.597208 -1.360102 0.0 -0.1 0.0 0.011
H 1.949743 -0.368988 -1.733623 0.1 0.0 -0.1 0.007
H 3.110425 -0.454837 0.243911 0.1 0.0 0.1 0.001
H 3.951408 -2.050660 -1.243658 0.0 0.0 0.0 -0.002
H 2.550279 -3.079712 -1.129923 0.0 0.0 0.0 -0.001
H 4.460420 -4.179475 -0.324565 0.0 -0.1 0.0 0.000
H 3.316998 -4.044349 0.979209 0.0 0.0 0.0 0.000
H 5.278075 -1.821593 1.042774 0.0 0.0 0.0 0.000
H 6.052628 -3.387864 1.019834 0.0 0.0 0.0 0.000
H 3.873863 -2.919748 2.943632 -0.2 0.1 0.0 0.000
H 4.232235 -3.822752 5.012724 0.0 0.0 0.0 0.000
H 5.827426 -4.204381 5.526984 0.0 0.0 0.0 0.000
H 7.371210 -3.430406 2.454079 0.0 0.0 0.0 0.000
H 7.581421 -4.157619 3.992071 0.0 0.0 0.0 0.000
C -3.638468 -0.044542 3.756460 0.1 0.0 -0.1 0.001
N -2.566672 0.594112 2.989281 -0.1 0.0 0.0 -0.002
C -2.716021 1.129855 1.785487 0.0 0.0 0.0 0.005
S -1.355841 2.001288 1.089472 -0.2 0.0 0.0 -0.055
N -3.890888 1.032167 1.187018 0.0 0.2 -0.3 -0.004
C -4.276903 1.590907 -0.118141 0.0 -0.1 0.2 0.000
H -3.206137 -0.474088 4.653809 0.0 0.0 0.0 0.000
H -4.096037 -0.852637 3.183196 0.0 0.0 0.0 0.000
H -4.401059 0.679021 4.049274 0.0 0.0 0.0 0.000
H -1.682845 0.771525 3.437683 0.1 0.0 0.0 0.000
H -4.646020 0.641501 1.731696 -0.1 0.0 0.0 0.001
H -4.752202 2.561535 0.006155 0.0 0.0 0.0 -0.001
H -4.979868 0.909181 -0.589525 0.0 0.0 0.0 0.000
H -3.402077 1.698429 -0.745779 0.1 0.0 0.0 0.001
C 0.689747 7.319815 -3.691617 0.0 0.0 0.0 0.000
C 1.549685 6.210303 -3.090005 -0.1 0.0 0.0 0.000
C 0.891994 4.829026 -3.146496 -0.1 0.1 0.0 0.000
C -0.262284 4.645862 -2.165474 0.1 0.2 0.2 -0.001
N 0.166069 4.778046 -0.754794 -0.2 0.2 -0.3 -0.004
C 0.862244 3.878004 -0.059920 -0.2 -0.1 0.1 0.028
Se 1.404704 2.192583 -0.719121 0.6 0.5 -0.5 -0.081
N 1.125721 4.352616 1.157703 0.3 0.1 0.4 -0.006
C 1.910645 3.712610 2.227144 -0.1 0.1 -0.1 0.006
C 3.330058 4.258871 2.311514 0.0 0.0 0.0 0.001
C 4.220420 3.887157 1.127358 0.0 -0.1 0.0 0.001
C 4.660640 2.423464 1.150428 0.0 0.0 0.0 -0.001
C 0.584046 5.636380 1.260644 0.2 -0.3 0.2 0.002
C 0.588696 6.549302 2.312184 0.0 0.0 0.1 0.000
C -0.065417 7.740771 2.088803 0.0 0.1 -0.1 -0.001
C -0.699453 8.015879 0.861107 0.0 0.0 0.1 0.000
C -0.696004 7.109897 -0.177599 0.0 0.0 0.0 0.000
C -0.034733 5.904851 0.053459 0.0 -0.1 -0.4 0.001
H 1.213265 8.275615 -3.672004 0.0 0.0 0.0 0.000
H -0.251807 7.460502 -3.154109 0.0 0.0 0.0 0.000
H 0.444585 7.098862 -4.733119 0.0 0.0 0.1 0.000
H 1.814068 6.456456 -2.054770 0.0 0.0 0.0 0.000
H 2.495396 6.158566 -3.630232 0.0 0.0 0.0 0.000
H 1.633108 4.045163 -2.977772 0.0 0.0 0.0 -0.001
H 0.483607 4.658040 -4.146995 0.0 0.0 0.0 0.001
H -0.736806 3.673670 -2.273521 0.0 -0.1 0.0 0.000
H -1.027483 5.402529 -2.324671 0.0 0.0 0.0 0.000
H 1.894157 2.641686 2.045219 0.0 -0.1 0.0 0.002
H 1.371071 3.895941 3.154606 0.0 0.0 0.0 -0.001
H 3.764782 3.867613 3.235853 0.0 0.0 0.0 0.000
H 3.282477 5.344160 2.428424 0.0 0.0 0.0 0.000
H 5.102381 4.528763 1.140164 0.0 0.0 0.0 0.000
H 3.709894 4.113833 0.184723 0.0 0.0 0.0 -0.003
H 5.280321 2.222540 2.028059 0.0 0.0 0.0 0.000
H 5.247069 2.172407 0.263895 0.0 0.0 0.0 0.000
H 3.800029 1.743159 1.185077 0.1 0.1 0.0 -0.001
H 1.074884 6.341641 3.257663 0.0 0.0 -0.1 0.000
H -0.092706 8.484415 2.874975 0.0 0.0 -0.1 0.000
H -1.200775 8.965760 0.729405 0.0 0.0 0.0 0.000
H -1.187868 7.333548 -1.115081 0.0 0.0 0.1 0.000
N -3.905204 -2.350239 -2.007625 -0.1 0.3 0.3 0.003
N -2.953075 -2.012636 -1.089908 -0.3 -0.4 -0.2 0.012
N -2.913668 -2.580218 0.101938 0.2 0.3 -0.2 -0.003
C -1.925912 -1.906609 0.675856 0.0 0.0 -0.1 0.038
N -1.428135 -0.983557 -0.156923 -0.1 -0.2 -0.2 -0.050
N -2.104137 -1.071145 -1.308565 0.1 0.0 0.6 -0.007
H -4.241663 -3.284483 -1.826644 0.0 -0.2 -0.1 0.000
H -3.586128 -2.158374 -2.945489 0.0 -0.1 -0.1 0.000
H -1.568695 -2.078134 1.679703 0.0 0.0 -0.1 -0.002
```
Forces are in eV/Å.



[2]
The following is a DFT calculation (ωB97M-V with the def2-TZVPD basis set) of a structure of composition C44H56BBr2F2N7O2S3Sn at a distorted geometry.

Total charge   -2
2S+1   1
LUMO level   3.6813 eV
Kohn-Sham gap   3.278 eV

```
118
Properties=species:S:1:pos:R:3:forces:R:3:lowdin_charge:R:1
Sn 0.539486 0.602033 0.171968 0.7 0.1 1.2 1.162
C 3.992990 5.698952 3.046417 -1.5 0.1 -0.5 -0.063
C 2.703314 4.797220 3.170992 1.2 0.5 -0.7 -0.485
C 3.112215 3.290914 3.344758 0.3 0.6 -0.2 -0.044
C 1.923020 5.364919 4.393868 -0.2 -0.8 -0.8 -0.062
N 1.854769 4.900845 1.923832 -0.7 -0.1 -0.8 -0.018
C 0.470686 5.162623 1.932789 -0.5 0.3 0.0 -0.062
C -0.041298 4.853862 0.700556 1.2 0.9 1.4 -0.193
N 0.980035 4.399104 -0.095327 0.9 -0.1 0.3 0.021
B 0.682250 4.216212 -1.646026 -0.8 -0.2 0.1 -0.472
N 1.757447 3.370032 -2.457812 1.1 -1.2 -1.0 0.057
C 2.799106 4.092286 -3.022400 0.4 -0.8 -0.1 -0.158
C 3.729420 3.296695 -3.583514 -0.4 -0.9 -0.4 -0.047
N 3.268290 1.950127 -3.425573 -0.1 2.4 0.5 -0.003
C 2.066618 2.019679 -2.757280 -0.2 0.5 0.2 -0.641
S 1.122450 0.615145 -2.530469 -0.4 0.1 -0.5 0.560
C 4.033901 0.781508 -3.909647 0.0 -2.0 0.0 -0.516
C 5.483788 1.168011 -4.261681 1.0 -0.5 0.3 -0.076
C 3.385056 0.112989 -5.183949 1.7 0.8 0.4 -0.027
C 4.182950 -0.330410 -2.832370 -0.8 -0.3 0.6 -0.089
N -0.869659 3.639781 -1.970274 -0.4 -0.2 1.9 0.043
C -1.423764 3.837221 -3.218040 -0.7 -0.8 0.4 -0.087
C -2.584299 3.117514 -3.280336 0.3 0.9 -0.5 -0.078
N -2.854476 2.576452 -2.044063 0.4 -0.6 0.5 -0.010
C -1.823237 2.927100 -1.195045 1.3 0.1 -0.3 -0.620
S -1.713143 2.566708 0.498736 -0.8 -0.1 -1.2 0.587
C -4.075985 1.724302 -1.666772 0.1 -0.8 0.0 -0.492
C -4.911568 2.602673 -0.729866 0.0 0.7 -0.1 -0.062
C -3.607457 0.340191 -1.064837 -0.3 1.2 1.6 -0.044
C -4.917341 1.389900 -2.926785 1.0 -0.5 0.5 -0.063
C 2.171345 4.474234 0.641229 -0.5 -0.7 -0.1 -0.698
S 3.705521 4.018479 0.101194 0.0 0.1 -0.1 0.611
H 4.568231 5.626655 3.942764 0.5 -0.4 0.7 0.060
H 3.701987 6.747348 2.985868 -0.2 0.1 -0.1 0.072
H 4.580992 5.493014 2.164589 0.1 -0.4 -0.1 0.018
H 3.924958 3.191896 4.100113 -0.9 0.1 -0.1 0.086
H 3.554293 2.844426 2.420859 -0.6 0.7 0.5 0.037
H 2.192834 2.755904 3.581197 0.3 -0.4 0.3 0.081
H 2.537806 5.198424 5.262391 0.0 -0.4 0.5 0.075
H 0.932021 4.910033 4.474729 0.3 -0.4 0.4 0.071
H 1.730411 6.428863 4.389906 0.2 0.4 -0.6 0.073
H 0.012596 5.600112 2.829778 0.1 -0.4 -0.9 0.102
H -1.021805 4.926502 0.295658 -0.3 0.3 0.2 0.058
H 0.650680 5.377498 -2.078666 0.2 -0.7 -0.3 0.113
H 2.866336 5.135407 -2.942232 -0.2 1.1 0.2 0.094
H 4.636388 3.552099 -4.153470 -0.8 -0.2 0.7 0.111
H 5.551832 1.937923 -5.023192 0.0 0.1 -0.2 0.058
H 6.025170 0.252900 -4.639788 -0.8 0.9 0.2 0.099
H 6.109920 1.490141 -3.390351 -0.9 -0.1 -0.5 0.102
H 3.323458 0.843885 -5.975908 0.3 0.4 -0.5 0.068
H 2.393594 -0.247334 -5.086503 -0.8 -0.6 0.7 0.044
H 4.091991 -0.686446 -5.481086 -0.6 0.3 0.0 0.093
H 4.589505 0.033812 -1.885500 -0.2 0.3 -0.1 0.050
H 4.878658 -1.096598 -3.148318 0.3 0.0 -0.5 0.078
H 3.261066 -0.901656 -2.606014 0.4 0.6 -0.2 0.043
H -1.044441 4.559128 -3.925718 0.3 -0.4 0.0 0.114
H -3.242992 3.025939 -4.120562 -0.2 0.0 0.0 0.099
H -4.468140 2.753886 0.243513 0.4 -0.1 0.2 0.037
H -5.899681 2.208489 -0.549647 -0.4 -0.4 -0.2 0.071
H -5.044170 3.620684 -1.164942 0.1 -0.7 0.1 0.096
H -3.046378 0.569180 -0.132041 0.1 -0.3 -0.9 0.008
H -3.053219 -0.292769 -1.748545 0.3 0.3 -0.2 0.088
H -4.416769 -0.284977 -0.653592 -0.3 0.5 -0.6 0.090
H -5.204457 2.328278 -3.387746 -0.4 -0.1 -0.4 0.064
H -5.790366 0.743545 -2.638562 0.8 0.8 -0.2 0.101
H -4.244930 0.798875 -3.579876 -0.6 0.3 0.0 0.091
Br 5.154556 -1.529823 0.670820 0.2 -0.2 0.6 0.517
C 4.029390 -1.665226 2.268972 -0.4 0.5 0.3 -1.024
Br 2.748659 -3.141973 1.980499 0.4 0.8 0.3 0.512
H 3.529823 -0.647560 2.262491 0.1 -1.7 0.3 -0.029
H 4.565700 -1.911695 3.224067 -0.2 0.3 -1.3 0.006
F 1.903132 0.066887 1.716376 -0.5 0.1 -0.4 -0.633
F 4.361210 -8.399763 -5.143794 1.0 -1.4 -1.1 -0.028
C 3.869261 -7.348237 -4.470685 -0.3 1.6 0.6 -0.358
C 4.665826 -6.699500 -3.484379 -2.3 -0.4 0.5 -0.055
C 3.975774 -5.807312 -2.642017 0.9 -1.0 -1.4 -0.107
C 2.658497 -5.324943 -2.923580 0.7 1.2 1.2 -0.398
C 2.182119 -4.236385 -2.172876 -0.3 -0.5 -0.2 -0.087
C 1.990956 -5.974011 -3.995046 -0.2 0.9 0.7 -0.130
C 2.543749 -6.953692 -4.746260 0.8 -0.8 0.1 -0.091
H 5.679803 -7.005770 -3.212162 -0.3 -0.1 -0.4 0.087
H 4.478251 -5.462017 -1.769056 0.4 0.5 0.5 0.075
H 2.776324 -3.837045 -1.328337 -0.6 -0.2 -0.6 -0.004
H 1.143377 -3.931037 -2.330206 0.3 0.2 0.2 -0.011
H 1.011682 -5.636011 -4.224750 -0.9 0.2 -0.2 0.077
H 1.852406 -7.408831 -5.469833 0.9 -0.2 0.0 0.098
C -5.515721 -1.098984 6.808032 0.1 0.4 0.9 -0.078
C -5.461180 -1.956495 5.596331 -1.0 -1.8 -1.0 -0.248
C -6.336305 -3.088711 5.544980 0.5 1.3 1.1 -0.086
C -6.281036 -3.989854 4.523547 1.0 0.2 -1.3 -0.110
C -5.409516 -3.751337 3.440125 -0.1 0.2 0.3 -0.036
C -4.450396 -2.711240 3.509948 -1.9 -0.9 -0.3 -0.197
N -3.628228 -2.552332 2.421598 1.6 0.4 -0.4 0.103
C -2.843357 -3.492113 1.722476 -0.3 -0.6 -1.1 -0.156
C -3.017845 -4.892626 1.769749 -0.6 0.6 0.5 -0.048
C -2.458873 -5.722054 0.803220 0.4 0.4 0.5 -0.092
C -1.643441 -5.192843 -0.206093 -0.8 -0.6 0.3 -0.089
C -1.298560 -3.858068 -0.167831 0.1 0.3 -0.4 -0.017
C -1.897892 -3.007581 0.770595 -0.1 1.0 1.1 -0.052
C -1.416099 -1.553939 0.884937 0.0 -0.2 -0.3 -0.533
O -1.900548 -0.710261 1.703973 1.2 -1.3 -1.6 -0.065
O -0.454019 -1.344400 0.041083 -0.5 1.0 0.8 -0.249
C -4.546119 -1.769489 4.559251 0.7 0.0 0.8 -0.154
C -3.621450 -0.578043 4.685398 -0.5 -0.6 -0.4 -0.016
H -6.275562 -1.496191 7.482629 -0.2 0.1 -0.1 0.061
H -5.772439 -0.038913 6.618382 0.4 -0.4 0.0 0.088
H -4.578441 -1.178002 7.406708 -0.4 0.4 -0.6 0.092
H -7.076599 -3.199988 6.345407 0.4 -0.1 -0.2 0.096
H -6.842087 -4.898951 4.565335 -0.7 -0.2 -0.2 0.085
H -5.529234 -4.259141 2.464859 0.3 0.0 1.0 0.117
H -3.160339 -1.644583 2.310764 -0.2 0.0 0.2 0.075
H -3.681324 -5.246308 2.566561 0.4 -0.3 -0.5 0.087
H -2.588796 -6.795674 0.909751 -0.2 0.1 -0.3 0.094
H -1.383960 -5.830494 -1.038017 0.6 0.0 0.1 0.099
H -0.568776 -3.481158 -0.910705 -0.6 -0.1 0.7 0.111
H -3.200373 -0.518774 5.682969 0.1 0.0 0.1 0.073
H -4.232940 0.301544 4.515836 0.1 0.5 0.0 0.089
H -2.828849 -0.611412 3.954580 0.3 0.2 -0.1 0.059
```
Forces are in eV/Å.



[3]
The following is a DFT calculation (ωB97M-V with the def2-TZVPD basis set) of a structure of composition C4H4NdO2 at a distorted geometry.

Total charge   +2
Expectation value of S²   6.0029
2S+1   5
LUMO level (alpha / beta)   -10.0909 / -9.9607 eV
Kohn-Sham gap (alpha / beta)   3.755 / 3.888 eV

```
11
Properties=species:S:1:pos:R:3:forces:R:3:mulliken_spin:R:1
O -4.712011 1.049623 0.688235 0.2 -1.1 -0.2 0.000
C -5.068059 -0.106999 0.384085 -0.2 0.6 -0.4 0.000
C -3.831323 -0.607101 -0.009047 0.2 0.2 0.3 0.000
H -6.102844 -0.440951 0.217348 0.2 0.0 0.4 0.000
H -3.148803 -0.954460 0.778551 -0.3 0.2 0.0 0.000
C -3.022867 -2.459561 -2.162682 1.0 -2.6 -2.2 -0.001
C -1.740908 -2.518719 -2.465265 -1.3 1.5 1.3 -0.001
O -0.571347 -2.441560 -2.306320 2.3 -0.6 -0.5 0.003
Nd 2.211924 -2.769703 -2.601842 -1.2 0.2 0.1 4.000
H -3.694600 -1.872812 -2.795930 0.0 0.0 0.6 0.000
H -3.151650 -3.619889 -2.216726 -0.7 1.5 0.6 0.000
```
Forces are in eV/Å.



Energy relative to the best compared isomer or geometry (same formula, charge and spin) readings, ordered: 23.06; 278.85; 501.61 kJ/mol